1.
ORCA calculation (wB97M-V/def2-TZVPD) on a 2-piece molecular cluster, H3NO2S overall at a distorted geometry.

**LUMO level (alpha / beta)**: -0.8 / 0.0 eV
**2S+1**: 1
**Electronic energy**: -605.090100 hartree
**Energy above the lowest of the compared OMol25 structures with the same formula, charge and spin**: 77.0 kcal/mol
**Highest occupied orbital energy (alpha / beta)**: -9.80 / -8.70 eV

CARTESIAN COORDINATES (ANGSTROEM)
N1 -0.28 0.72 1.24
O1 0.30 -1.72 -1.14
O2 -0.24 0.67 -0.90
S1 -0.77 -0.54 -1.52
H1 -0.45 1.65 1.58
H2 0.74 0.80 0.98
H3 0.71 -1.58 -0.24

=====

2.
ORCA calculation (wB97M-V/def2-TZVPD) on one molecule with the formula H3NO2S2 at a distorted geometry.

**LUMO level**: -0.2 eV
**2S+1**: 1
**Electronic energy**: -1003.260157 hartree
**SMILES**: NO[S@H](=O)=S
**Energy above the lowest of the compared OMol25 structures with the same formula, charge and spin**: 54.1 kcal/mol
**Highest occupied orbital energy**: -9.64 eV

CARTESIAN COORDINATES (ANGSTROEM)
N1 -0.84 -1.10 0.36
O1 -0.60 -0.23 -0.70
S1 0.73 0.94 -0.23
O2 0.81 2.09 -1.09
S2 2.23 -0.28 0.05
H1 -0.73 -2.06 -0.09
H2 -1.86 -0.90 0.60
H3 0.26 1.53 1.10

=====

3.
ORCA calculation (wB97M-V/def2-TZVPD) on H3NO3P3 as an isolated structure at a distorted geometry.

**LUMO level**: 3.9 eV
**Total charge**: -1
**2S+1**: 1
**Electronic energy**: -1306.464996 hartree
**Energy above the lowest of the compared OMol25 structures with the same formula, charge and spin**: 24.3 kcal/mol
**Highest occupied orbital energy**: -4.37 eV

CARTESIAN COORDINATES (ANGSTROEM)
N1 -1.27 1.38 -0.42
O1 -3.66 0.33 -1.07
O2 -2.87 0.28 1.40
O3 0.20 -1.04 -0.41
P1 -1.34 -1.74 -0.20
P2 0.04 0.61 -0.23
P3 -2.62 0.24 -0.09
H1 -1.37 -1.70 1.14
H2 0.58 0.45 1.00
H3 1.08 1.24 -1.11

=====

4.
ORCA calculation (wB97M-V/def2-TZVPD) on an isolated ion of composition H3NO3P3 and charge -1 at a distorted geometry.

**LUMO level**: 4.0 eV
**Total charge**: -1
**2S+1**: 1
**Electronic energy**: -1306.493746 hartree
**SMILES**: O=[P@]1([O-])OPNP1
**Energy above the lowest of the compared OMol25 structures with the same formula, charge and spin**: 6.2 kcal/mol
**Highest occupied orbital energy**: -4.79 eV

CARTESIAN COORDINATES (ANGSTROEM)
O1 2.10 0.02 -1.21
P1 0.96 0.91 -0.84
O2 0.95 2.34 -1.22
O3 0.73 0.74 0.93
P2 -0.30 -0.22 1.74
N1 -1.30 -0.93 0.42
P3 -1.09 -0.22 -1.18
H1 0.50 -1.66 1.88
H2 -0.86 -1.86 0.31
H3 -1.69 0.88 -0.84

=====

5.
ORCA calculation (wB97M-V/def2-TZVPD) on one molecule with the formula H3NO3Si at a distorted geometry.

**LUMO level (alpha / beta)**: 0.6 / -3.7 eV
**2S+1**: 3
**Electronic energy**: -571.487456 hartree
**Energy above the lowest of the compared OMol25 structures with the same formula, charge and spin**: 71.9 kcal/mol
**Expectation value of S²**: 2.012
**Highest occupied orbital energy (alpha / beta)**: -7.21 / -11.60 eV

CARTESIAN COORDINATES (ANGSTROEM)
N1 -1.47 -0.06 0.01
O1 -0.40 0.68 0.18
O2 -2.53 0.52 -0.02
O3 -1.33 -1.27 -0.08
Si1 1.20 0.06 0.00
H1 1.21 -0.85 -1.09
H2 1.81 1.38 -0.35
H3 1.51 -0.47 1.35

=====

6.
ORCA calculation (wB97M-V/def2-TZVPD) on an isolated ion of composition H3NO5PS and charge -1 at a distorted geometry.

**LUMO level**: 3.4 eV
**Total charge**: -1
**2S+1**: 1
**Electronic energy**: -1172.370764 hartree
**SMILES**: N=P(O)(O)S(=O)(=O)[O-]
**Energy above the lowest of the compared OMol25 structures with the same formula, charge and spin**: 32.1 kcal/mol
**Highest occupied orbital energy**: -5.44 eV

CARTESIAN COORDINATES (ANGSTROEM)
N1 -0.84 1.07 1.23
P1 -0.12 0.57 -0.10
O1 1.08 1.71 -0.47
O2 -1.30 0.50 -1.33
S1 0.75 -1.40 0.03
O3 1.99 -1.27 0.88
O4 1.13 -1.92 -1.35
O5 -0.40 -2.33 0.73
H1 -1.84 1.23 1.06
H2 1.47 2.05 0.36
H3 -1.91 -0.21 -1.05

=====

7.
ORCA calculation (wB97M-V/def2-TZVPD) on a 2-piece molecular cluster, H3NOP2 overall at a distorted geometry.

**LUMO level (alpha / beta)**: -0.8 / -1.6 eV
**2S+1**: 3
**Electronic energy**: -814.256235 hartree
**Energy above the lowest of the compared OMol25 structures with the same formula, charge and spin**: 45.6 kcal/mol
**Expectation value of S²**: 2.045
**Highest occupied orbital energy (alpha / beta)**: -7.86 / -9.37 eV

CARTESIAN COORDINATES (ANGSTROEM)
N1 1.76 -0.29 -0.49
O1 2.94 -0.12 -0.28
P1 -1.10 -1.17 -0.16
P2 0.41 0.45 -0.28
H1 -1.60 -1.01 1.22
H2 -2.14 -0.35 -0.46
H3 -0.26 2.50 0.44

=====

8.
ORCA calculation (wB97M-V/def2-TZVPD) on a 2-piece molecular cluster, H3NOPS overall at a distorted geometry.

**LUMO level**: 3.0 eV
**Total charge**: -1
**2S+1**: 1
**Electronic energy**: -871.269531 hartree
**Energy above the lowest of the compared OMol25 structures with the same formula, charge and spin**: 59.2 kcal/mol
**Highest occupied orbital energy**: -2.94 eV

CARTESIAN COORDINATES (ANGSTROEM)
N1 2.40 0.07 -0.40
O1 3.14 -0.19 0.57
P1 -1.87 0.18 0.62
S1 -1.11 -1.55 -0.05
H1 1.37 -0.40 -0.20
H2 -2.78 0.58 -0.40
H3 -1.16 1.30 -0.14

=====

9.
ORCA calculation (wB97M-V/def2-TZVPD) on one molecule with the formula H3NOSSi at a distorted geometry.

**LUMO level**: -1.0 eV
**2S+1**: 1
**Electronic energy**: -819.432992 hartree
**Energy above the lowest of the compared OMol25 structures with the same formula, charge and spin**: 2.7 kcal/mol
**Highest occupied orbital energy**: -10.93 eV

CARTESIAN COORDINATES (ANGSTROEM)
N1 -0.44 -1.00 -0.34
O1 -2.31 0.59 0.24
Si1 0.89 0.04 0.05
S1 -1.94 -0.74 -0.16
H1 0.75 1.41 -0.37
H2 1.74 -0.31 -0.98
H3 1.31 0.00 1.55

=====

10.
ORCA calculation (wB97M-V/def2-TZVPD) on a 2-piece molecular cluster, H3O2 overall at a distorted geometry.

**LUMO level**: 5.7 eV
**Total charge**: -1
**2S+1**: 1
**Electronic energy**: -152.271001 hartree
**Energy above the lowest of the compared OMol25 structures with the same formula, charge and spin**: 7.4 kcal/mol
**Highest occupied orbital energy**: -3.27 eV

CARTESIAN COORDINATES (ANGSTROEM)
O1 0.77 0.79 -0.76
H1 0.40 -0.39 -0.03
H2 -0.72 -0.20 0.95
O2 -0.24 -0.99 0.70
H3 -0.20 0.79 -0.85

=====

11.
ORCA calculation (wB97M-V/def2-TZVPD) on a 2-piece molecular cluster, H3O2PS overall at a distorted geometry.

**LUMO level (alpha / beta)**: -2.1 / -0.6 eV
**2S+1**: 1
**Electronic energy**: -891.735537 hartree
**Energy above the lowest of the compared OMol25 structures with the same formula, charge and spin**: 92.7 kcal/mol
**Highest occupied orbital energy (alpha / beta)**: -9.40 / -9.04 eV

CARTESIAN COORDINATES (ANGSTROEM)
O1 0.27 1.56 -0.56
O2 0.14 -0.86 -0.72
P1 -0.21 0.30 0.30
S1 -2.16 0.12 0.50
H1 0.68 1.24 -1.43
H2 -0.28 -1.71 -0.52
H3 1.56 -0.65 2.42

=====

12.
ORCA calculation (wB97M-V/def2-TZVPD) on an isolated ion of composition H3O2SSi and charge -1 at a distorted geometry.

**LUMO level**: 3.8 eV
**Total charge**: -1
**2S+1**: 1
**Electronic energy**: -839.981273 hartree
**Energy above the lowest of the compared OMol25 structures with the same formula, charge and spin**: 2.3 kcal/mol
**Highest occupied orbital energy**: -3.42 eV

CARTESIAN COORDINATES (ANGSTROEM)
O1 1.03 1.28 -0.91
O2 -1.88 -1.06 -0.07
Si1 0.99 0.05 -0.01
S1 -1.30 0.12 0.67
H1 -1.55 1.16 -0.02
H2 0.94 -1.20 -0.82
H3 1.77 -0.34 1.17